Entry i
2 unconnected molecules or ions with the total composition C5H16N3, computed with ωB97M-V with the def2-TZVPD basis set.

CARTESIAN COORDINATES (ANGSTROEM)
C (2.2809, -0.3306, 1.1329)
C (3.0314, -1.2807, 0.1560)
C (0.0323, 0.6441, 1.0750)
N (1.1810, 0.2603, 0.4491)
N (-0.7896, -0.3803, 1.6084)
N (-0.4424, 1.9097, 1.2867)
H (2.1610, -1.1699, 1.9364)
H (2.9022, 0.4331, 1.5223)
H (4.0546, -1.5678, 0.6038)
H (3.0460, -0.7108, -0.8103)
H (1.2766, 0.8377, -0.2953)
H (-0.3763, -1.3422, 1.4962)
H (-1.8017, -0.2001, 1.5474)
H (-0.0854, 2.6691, 0.7086)
H (-1.3254, 2.0977, 1.8617)
H (2.4926, -2.0617, -0.1634)
C (-2.8462, -0.2638, -2.0653)
C (-1.5144, 0.4781, -1.3723)
H (-2.6863, -1.3493, -2.1367)
H (-3.7121, -0.2206, -1.4355)
H (-3.1748, -0.0951, -3.0927)
H (-1.2718, 1.3302, -1.9725)
H (-1.7982, 0.5931, -0.2679)
H (-0.6340, -0.2804, -1.7724)

Computed properties:
Net charge   +2
Frontier orbital gap (alpha / beta)   9.041 / 4.268 eV
⟨S²⟩   0.7617
Lowest unoccupied orbital energy (alpha / beta)   -9.4 / -14.0 eV
2S+1   2

Entry ii
2 unconnected molecules or ions with the total composition C5H16N3, computed with ωB97M-V with the def2-TZVPD basis set.

CARTESIAN COORDINATES (ANGSTROEM)
C (2.8466, -1.3378, -2.2143)
C (1.9554, -2.2901, -1.3857)
H (3.0473, -1.7922, -3.1844)
H (2.2708, -0.4324, -2.3856)
H (3.8355, -1.1792, -1.7959)
H (2.4530, -3.1276, -0.8967)
H (1.2018, -2.7288, -2.0435)
H (1.5510, -1.6383, -0.6076)
C (-2.0373, -0.1556, 0.0370)
C (-1.6497, -1.4735, -0.5789)
C (-0.3945, 1.4880, 1.1820)
N (-0.8450, 0.6750, 0.1164)
N (-0.5800, 1.0783, 2.4096)
N (0.2785, 2.5552, 0.8288)
H (-2.6893, 0.4652, -0.6076)
H (-2.5615, -0.2026, 0.9861)
H (-2.5557, -2.0920, -0.5289)
H (-0.9581, -2.0808, -0.0034)
H (-0.2469, 0.5723, -0.7144)
H (-1.3422, 0.4613, 2.7100)
H (-0.5051, 1.7703, 3.1601)
H (0.6019, 2.6360, -0.1276)
H (0.6045, 3.2160, 1.5383)
H (-1.2959, -1.4320, -1.5911)

Computed properties:
Net charge   +2
Frontier orbital gap (alpha / beta)   8.705 / 3.811 eV
⟨S²⟩   0.7557
Lowest unoccupied orbital energy (alpha / beta)   -8.7 / -13.6 eV
2S+1   2

Entry iii
A gas-phase ion, C5H16N3 (charge +2), computed with ωB97M-V with the def2-TZVPD basis set.

CARTESIAN COORDINATES (ANGSTROEM)
N (-2.4755, 0.8516, -0.4726)
C (-1.0844, 1.4436, -0.5468)
C (-0.9670, 2.2315, -1.8420)
C (-0.0761, 0.3115, -0.3931)
N (-0.1261, -0.1898, 0.9907)
C (0.3414, -1.4835, 1.2696)
C (1.9669, -1.6397, 1.2943)
N (2.4745, -1.6040, 0.0016)
H (-3.2109, 1.5258, -0.2508)
H (-2.4936, 0.1143, 0.2416)
H (-2.7230, 0.4136, -1.3640)
H (-0.9679, 2.1076, 0.3090)
H (-0.9782, 1.5717, -2.7129)
H (-0.0308, 2.7819, -1.8598)
H (-1.7146, 3.0150, -1.8844)
H (-0.2311, -0.5055, -1.0868)
H (0.9554, 0.6441, -0.5750)
H (0.3478, 0.5142, 1.5592)
H (0.0213, -2.1782, 0.5073)
H (-0.0380, -1.8339, 2.2228)
H (2.0966, -2.5889, 1.8255)
H (2.4705, -0.9234, 1.9476)
H (2.7833, -2.5086, -0.3528)
H (3.1957, -0.9054, -0.1814)

Computed properties:
Net charge   +2
Frontier orbital gap (alpha / beta)   11.773 / 6.809 eV
⟨S²⟩   0.7562
Lowest unoccupied orbital energy (alpha / beta)   -6.4 / -11.3 eV
2S+1   2

Entry iv
A gas-phase ion, C5H16N3 (charge +2), computed with ωB97M-V with the def2-TZVPD basis set.

CARTESIAN COORDINATES (ANGSTROEM)
N (0.0506, 1.7824, -1.9317)
C (1.3827, 1.1587, -1.4334)
C (1.1920, 1.0129, 0.1412)
N (-0.3025, 0.7954, 0.3469)
C (-0.5844, -0.4614, 1.1111)
C (-2.1516, -0.5304, 1.4852)
C (-0.4256, -1.7450, 0.0981)
N (0.9633, -2.1051, 0.4046)
H (-0.8081, 1.2662, -1.4309)
H (0.0039, 1.8364, -2.9482)
H (-0.0455, 2.6802, -1.5010)
H (2.2146, 1.7898, -1.7634)
H (1.5143, 0.1583, -1.9394)
H (1.4731, 2.0164, 0.6962)
H (1.7451, 0.1024, 0.4838)
H (-0.7788, 1.4574, 1.0883)
H (0.1248, -0.5557, 1.9555)
H (-2.6050, -1.4060, 1.9859)
H (-2.3812, 0.3144, 2.1329)
H (-2.7145, -0.3908, 0.6380)
H (-1.1716, -2.5234, 0.3575)
H (-0.4201, -1.5384, -0.9889)
H (1.0718, -2.4752, 1.4746)
H (1.3178, -2.6487, -0.3936)

Computed properties:
Net charge   +2
Frontier orbital gap (alpha / beta)   11.740 / 6.382 eV
⟨S²⟩   0.7549
Lowest unoccupied orbital energy (alpha / beta)   -6.7 / -12.0 eV
2S+1   2

Which structure is most stable, and how do the rest compare? From most to least stable: entry iii, entry ii, entry iv, entry i.